#w
{"formula": "C5H14N2O2", "method": "the ωB97M-V functional and the def2-TZVPD basis", "homo_energy_ev": -7.11, "lumo_energy_ev": 0.58, "spin_multiplicity": 1, "orbital_gap_ha": 0.283, "species": ["C", "C", "C", "C", "C", "N", "N", "O", "O", "H", "H", "H", "H", "H", "H", "H", "H", "H", "H", "H", "H", "H", "H"], "positions_angstrom": [[-1.181, 0.527, 0.095], [1.015, 0.479, 0.423], [0.900, -0.532, -0.558], [-1.661, 0.775, 1.503], [0.654, -1.961, -0.162], [-2.024, -0.389, -0.581], [2.788, -0.565, -0.794], [-1.190, 1.825, -0.583], [1.315, 1.760, 0.156], [-1.174, 1.652, -1.533], [0.548, 2.224, -0.253], [1.302, 0.184, 1.429], [0.643, -0.221, -1.563], [-3.009, -0.124, -0.583], [-1.746, -0.608, -1.528], [3.150, 0.382, -0.911], [3.261, -0.950, 0.024], [-2.710, 1.110, 1.516], [-1.594, -0.139, 2.095], [-1.079, 1.567, 1.977], [1.140, -2.631, -0.872], [1.062, -2.165, 0.831], [-0.410, -2.201, -0.128]], "nbo_charge": [0.334, 0.263, -0.039, -0.662, -0.651, -0.885, -0.979, -0.777, -0.723, 0.471, 0.516, 0.187, 0.209, 0.370, 0.360, 0.345, 0.334, 0.191, 0.222, 0.220, 0.241, 0.212, 0.240]}

#x
{"formula": "C5H14N2O2", "method": "the ωB97M-V functional and the def2-TZVPD basis", "homo_energy_ev": -8.63, "lumo_energy_ev": -0.30, "spin_multiplicity": 1, "orbital_gap_ha": 0.306, "species": ["C", "C", "C", "C", "C", "N", "N", "O", "O", "H", "H", "H", "H", "H", "H", "H", "H", "H", "H", "H", "H", "H", "H"], "positions_angstrom": [[0.251, 0.016, -0.552], [-2.314, 0.081, 0.861], [1.966, 0.190, -0.594], [-2.463, -1.402, 0.610], [2.638, -0.594, 0.513], [0.013, 0.469, 0.670], [2.405, 1.531, -0.687], [-0.291, 0.759, -1.676], [-2.841, 0.904, -0.130], [-0.389, 1.667, -1.353], [-2.444, 0.661, -0.980], [-1.155, 0.278, 1.261], [0.113, -1.039, -0.840], [-2.779, 0.389, 1.801], [2.116, -0.288, -1.563], [2.025, 2.016, -1.490], [2.236, 2.064, 0.157], [-3.521, -1.659, 0.529], [-1.976, -1.695, -0.323], [-2.016, -1.973, 1.426], [2.203, -1.590, 0.597], [2.522, -0.094, 1.474], [3.702, -0.693, 0.289]], "nbo_charge": [0.127, 0.080, 0.041, -0.658, -0.625, -0.514, -0.821, -0.779, -0.689, 0.471, 0.490, 0.254, 0.159, 0.197, 0.204, 0.372, 0.370, 0.229, 0.212, 0.225, 0.215, 0.220, 0.219]}

The least stable of them is #x.

#w
{"formula": "CH3O3S", "method": "the ωB97M-V functional and the def2-TZVPD basis", "charge": -1, "homo_energy_ev": -4.39, "lumo_energy_ev": 4.14, "spin_multiplicity": 1, "smiles": "CS(=O)(=O)[O-]", "orbital_gap_ha": 0.313, "species": ["C", "S", "O", "O", "O", "H", "H", "H"], "positions_angstrom": [[0.965, -0.038, -0.005], [-0.851, 0.009, 0.043], [-1.397, 1.406, 0.114], [-1.211, -0.616, -1.203], [-1.260, -0.839, 1.158], [1.321, -1.042, -0.057], [1.109, 0.680, -0.868], [1.325, 0.440, 0.819]], "nbo_charge": [-0.879, 2.379, -1.033, -1.060, -1.050, 0.222, 0.220, 0.200]}

#x
{"formula": "CH3O3S", "method": "the ωB97M-V functional and the def2-TZVPD basis", "charge": -1, "homo_energy_ev": [-2.87, -2.87], "lumo_energy_ev": [3.97, 3.97], "spin_multiplicity": 1, "orbital_gap_ha": [0.251, 0.251], "species": ["C", "O", "O", "O", "S", "H", "H", "H"], "positions_angstrom": [[-0.570, -0.402, -0.817], [1.996, -0.718, -0.202], [0.893, 1.414, 0.340], [-1.620, 0.493, -0.542], [0.790, -0.042, 0.247], [-0.939, -1.408, -0.601], [-1.195, 1.363, -0.536], [0.645, -0.698, 2.110]], "nbo_charge": [-0.463, -0.988, -1.011, -0.742, 1.907, 0.148, 0.478, -0.330]}

The least stable of them is #x.

#w
{"formula": "C3H5N5", "method": "the ωB97M-V functional and the def2-TZVPD basis", "homo_energy_ev": -8.39, "lumo_energy_ev": 0.72, "spin_multiplicity": 1, "smiles": "[H]/N=c1\\nc[nH]n1N=C", "orbital_gap_ha": 0.335, "species": ["H", "N", "C", "N", "C", "N", "N", "N", "C", "H", "H", "H", "H"], "positions_angstrom": [[-0.463, 2.605, -0.127], [0.267, 1.928, -0.016], [-0.436, 0.855, 0.016], [-1.780, 0.785, 0.003], [-2.067, -0.512, -0.054], [-0.996, -1.286, -0.082], [0.088, -0.398, 0.254], [1.334, -0.939, -0.053], [2.376, -0.133, -0.006], [-3.088, -0.871, 0.011], [-0.881, -2.359, 0.192], [2.389, 0.946, 0.182], [3.256, -0.622, -0.320]], "nbo_charge": [0.350, -0.746, 0.476, -0.523, 0.263, -0.410, -0.119, -0.247, -0.105, 0.214, 0.441, 0.226, 0.181]}

#x
{"formula": "C3H5N5", "method": "the ωB97M-V functional and the def2-TZVPD basis", "homo_energy_ev": -9.54, "lumo_energy_ev": 0.06, "spin_multiplicity": 1, "smiles": "N/N=C\\n1ccnn1", "orbital_gap_ha": 0.352, "species": ["N", "N", "C", "N", "C", "C", "N", "N", "H", "H", "H", "H", "H"], "positions_angstrom": [[-2.245, 0.614, 0.205], [-2.036, -0.855, 0.107], [-0.829, -1.222, -0.455], [0.355, -0.489, -0.483], [1.030, 0.674, -0.543], [2.286, 0.533, -0.061], [2.486, -0.672, 0.503], [1.384, -1.309, 0.183], [-3.328, 0.831, 0.528], [-1.801, 1.014, 1.144], [-0.717, -2.234, -0.555], [0.597, 1.665, -0.862], [2.819, 1.452, 0.288]], "nbo_charge": [-0.706, -0.227, 0.232, -0.276, -0.021, -0.153, -0.171, -0.070, 0.369, 0.353, 0.216, 0.239, 0.216]}

#y
{"formula": "C3H5N5", "method": "the ωB97M-V functional and the def2-TZVPD basis", "homo_energy_ev": -8.49, "lumo_energy_ev": 0.93, "spin_multiplicity": 1, "smiles": "[H]/N=c1\\[nH]ncn1N=C", "orbital_gap_ha": 0.346, "species": ["H", "N", "C", "N", "N", "C", "N", "N", "C", "H", "H", "H", "H"], "positions_angstrom": [[-0.392, 2.495, 0.208], [0.206, 1.750, 0.106], [-0.475, 0.698, -0.113], [-1.808, 0.474, -0.219], [-2.113, -0.843, 0.028], [-0.991, -1.477, 0.158], [0.044, -0.618, -0.204], [1.296, -1.047, -0.201], [2.248, -0.208, 0.009], [-2.375, 1.309, -0.223], [-1.006, -2.604, 0.339], [3.205, -0.761, 0.005], [2.162, 0.832, 0.107]], "nbo_charge": [0.340, -0.776, 0.532, -0.442, -0.262, 0.173, -0.268, -0.232, -0.116, 0.409, 0.242, 0.182, 0.219]}

#z
{"formula": "C3H5N5", "method": "the ωB97M-V functional and the def2-TZVPD basis", "homo_energy_ev": -8.08, "lumo_energy_ev": 0.68, "spin_multiplicity": 1, "smiles": "[H]/N=c1\\cn[nH]n1N=C", "orbital_gap_ha": 0.322, "species": ["H", "N", "C", "C", "N", "N", "N", "N", "C", "H", "H", "H", "H"], "positions_angstrom": [[-2.418, -0.953, -0.582], [-1.401, -1.055, -0.484], [-0.814, 0.006, -0.061], [-1.393, 1.396, 0.147], [-0.394, 2.228, 0.373], [0.748, 1.547, 0.258], [0.583, 0.207, 0.082], [1.559, -0.558, -0.332], [1.498, -1.798, -0.165], [-2.459, 1.762, 0.084], [1.454, 1.830, 0.922], [2.365, -2.334, -0.605], [0.673, -2.278, 0.362]], "nbo_charge": [0.357, -0.749, 0.336, -0.108, -0.173, -0.222, -0.115, -0.240, -0.092, 0.229, 0.387, 0.194, 0.197]}

The least stable of them is #x.